Here is a structure of composition C5H9NS from the OMol25 dataset. Energies are from wB97M-V/def2-TZVPD.

Properties
2S+1: 1
Net charge: 0
HOMO, hartree: -0.323

```
16
Properties=species:S:1:pos:R:3:forces:R:3
C -0.027 -0.273 0.061 -1.12 -1.25 1.05
C 1.323 0.295 -0.288 0.69 -1.22 -0.76
C -0.510 1.659 -0.147 0.91 0.44 -0.46
C -0.397 0.816 1.135 -1.61 -0.54 -0.83
C -1.043 0.380 -0.905 2.05 1.26 0.10
H 0.896 -2.224 0.977 -0.21 -0.29 -0.07
H 1.736 -0.251 -1.145 0.11 0.38 -0.08
H 2.038 0.158 0.552 -0.40 0.26 -0.36
H 1.475 2.315 0.002 -0.35 -0.14 -0.25
H -1.015 2.647 -0.200 0.42 -0.68 0.03
H -1.391 0.716 1.526 -0.46 -0.50 0.53
H 0.317 1.039 1.915 0.29 0.23 0.01
H -2.045 0.154 -0.674 -1.17 -0.30 0.51
H -0.877 0.296 -1.989 0.18 0.14 0.40
N 0.936 1.677 -0.588 -0.11 0.80 -0.12
S -0.235 -2.116 0.251 0.77 1.41 0.29
```
Positions in Å, forces in eV/Å.

Here is the molecule C5H9NS2 from the OMol25 dataset. Energies are from wB97M-V/def2-TZVPD.

Properties
SMILES: C/C=C(/NC=S)SC
2S+1: 1
Net charge: 0
HOMO, hartree: -0.307

```
17
Properties=species:S:1:pos:R:3:forces:R:3
C -0.431 -1.804 0.421 0.07 -3.64 5.22
C 0.135 0.541 -0.523 5.33 0.46 1.66
C -1.845 -0.240 -1.819 -0.50 -0.49 1.01
C 0.954 1.514 0.044 -0.27 -1.39 3.60
C 2.157 1.079 1.174 -0.01 -1.49 0.31
H -1.526 -2.150 0.173 2.11 1.47 -0.02
H -0.287 -1.306 1.503 -1.22 -0.30 -2.51
H -0.023 -2.843 0.917 -0.58 1.93 -1.85
H -1.726 1.602 -1.018 2.70 -2.66 0.16
H -1.631 -1.374 -1.981 0.62 2.54 0.37
H 0.531 2.477 0.491 0.33 -1.06 -1.62
H 1.984 -0.081 1.707 0.53 3.22 -2.15
H 1.958 1.728 2.173 1.03 -0.95 -2.74
H 3.331 1.103 0.653 -3.60 0.15 1.95
N -1.045 0.676 -1.076 -6.46 1.54 -2.77
S 0.842 -1.141 -0.611 -1.01 0.80 -0.60
S -3.380 0.219 -2.228 0.94 -0.13 -0.03
```
Positions in Å, forces in eV/Å.

Here is a cluster of 2 separate species, C5H9NSe in total from the OMol25 dataset. Energies are from wB97M-V/def2-TZVPD.

Properties
2S+1: 1
Net charge: 0
HOMO (alpha / beta), hartree: -0.323 / -0.288

```
16
Properties=species:S:1:pos:R:3:forces:R:3
C 0.965 1.461 0.079 -2.58 -3.83 0.16
C -0.512 1.584 -0.344 -0.42 0.40 2.67
C -1.160 0.239 -0.600 0.06 -0.55 0.72
C -0.592 -0.757 0.485 0.74 -1.06 -4.10
C 0.913 -0.866 0.379 -1.02 -0.17 1.83
N 1.546 0.328 0.349 1.32 2.19 -1.01
Se 1.545 -2.583 -0.151 0.44 -0.35 -1.05
H 1.366 2.381 0.313 1.72 1.67 0.31
H -1.055 2.156 0.508 0.86 -1.02 -0.87
H -0.556 2.322 -1.089 -0.18 0.68 -1.62
H -2.245 0.075 -0.447 0.34 1.13 -0.12
H -1.009 -0.049 -1.645 0.44 -0.41 0.25
H -0.869 -0.441 1.415 -0.96 0.75 2.48
H -1.040 -1.695 0.172 -0.07 -0.33 0.81
H 1.819 -1.392 2.116 -1.07 0.36 -1.41
H 0.886 -2.762 -1.538 0.37 0.54 0.95
```
Positions in Å, forces in eV/Å.

Here is a structure of composition C5H9O from the OMol25 dataset. Energies are from wB97M-V/def2-TZVPD.

Properties
2S+1: 1
Net charge: -1
HOMO, hartree: -0.041

```
15
Properties=species:S:1:pos:R:3:forces:R:3
C 0.467 -1.856 0.302 1.68 0.69 -1.24
O -0.712 -3.193 0.718 4.66 3.20 1.37
C 0.021 -0.400 0.423 1.56 0.43 1.14
C 0.738 0.621 -0.512 1.60 -0.38 0.15
C 0.157 1.871 -0.720 -1.85 -0.38 -0.77
C -1.187 2.237 -0.472 -0.47 -0.76 3.00
H 0.500 -2.134 -0.736 0.29 -0.18 -0.21
H 0.308 -2.811 1.209 -3.15 -2.33 -0.11
H -1.021 -0.354 0.271 -1.52 0.17 -0.54
H 0.150 -0.071 1.487 -0.11 -0.32 -0.50
H 1.790 0.380 -0.908 -1.52 0.42 0.89
H 1.638 -1.971 0.733 -2.95 -0.16 -0.72
H 0.535 2.734 -1.266 1.32 -0.87 -0.81
H -1.618 2.053 0.570 0.11 -0.30 -1.63
H -1.766 2.894 -1.097 0.35 0.77 -0.02
```
Positions in Å, forces in eV/Å.

Here is the ion C5H9O2S with charge -1 from the OMol25 dataset. Energies are from wB97M-V/def2-TZVPD.

Properties
2S+1: 1
Net charge: -1
HOMO, hartree: -0.098

```
17
Properties=species:S:1:pos:R:3:forces:R:3
C 0.278 1.668 0.398 0.89 2.43 0.01
C -1.025 1.055 0.069 0.75 -0.51 -3.70
C 0.156 0.249 0.436 1.98 -3.05 -1.32
C 0.726 -2.035 -0.700 2.52 0.59 -0.48
C 0.989 -0.520 -0.631 0.75 -0.74 4.59
O 3.349 1.039 -0.911 -0.07 -0.75 1.40
O 2.730 0.338 1.476 0.40 0.37 -0.05
S 3.056 -0.070 0.089 -1.88 0.08 -2.06
H 0.913 2.125 -0.361 -0.22 -0.18 0.18
H 0.320 2.135 1.360 0.19 0.53 0.29
H -1.649 1.067 0.872 -2.71 0.31 1.31
H -1.283 0.950 -1.032 -0.38 0.41 1.77
H 0.124 -0.173 1.425 0.21 -0.41 0.14
H -0.042 -2.320 -0.015 -0.44 -0.45 0.54
H 1.735 -2.617 -0.482 -2.02 0.84 -0.39
H 0.405 -2.230 -1.722 0.00 -0.60 0.00
H 0.943 -0.031 -1.532 0.06 1.14 -2.24
```
Positions in Å, forces in eV/Å.

Here is the ion C5H9O3S2 with charge -1 from the OMol25 dataset. Energies are from wB97M-V/def2-TZVPD.

Properties
SMILES: CC(S)(S)[C@H](CO)C(=O)[O-]
2S+1: 1
Net charge: -1
HOMO, hartree: -0.189

```
19
Properties=species:S:1:pos:R:3:forces:R:3
C -0.480 -1.524 -0.580 -0.84 0.84 -1.36
C -1.818 0.680 1.048 2.04 -0.91 -1.91
C 1.734 -0.243 -0.320 1.50 -0.52 -1.09
C 0.376 -0.456 0.171 -3.61 0.95 1.30
C -0.465 0.871 0.316 -0.16 0.52 -1.02
O -1.563 -1.197 -1.212 1.74 -1.22 1.14
O 0.037 -2.637 -0.491 0.05 -1.14 -0.05
O 2.524 -1.403 -0.314 -0.08 -2.09 0.19
S 0.535 2.283 0.983 -0.91 -0.51 0.86
S -1.002 1.584 -1.376 1.03 0.59 0.65
H -2.294 1.594 0.838 -1.47 0.73 -0.40
H -2.173 -0.252 0.540 -0.60 1.07 0.90
H -1.673 0.670 2.079 0.22 -0.77 1.99
H 1.850 0.256 -1.296 -0.73 -0.30 -0.16
H 2.228 0.418 0.333 0.61 0.89 1.13
H 0.399 -0.898 1.207 0.34 0.51 -0.70
H 1.949 -2.222 -0.191 0.35 1.54 -0.49
H 1.317 2.096 -0.043 0.89 0.55 -0.62
H -1.480 0.378 -1.691 -0.37 -0.72 -0.35
```
Positions in Å, forces in eV/Å.

Here is a cluster of 2 separate species, C5H9O3S3 in total from the OMol25 dataset. Energies are from wB97M-V/def2-TZVPD.

Properties
2S+1: 1
Net charge: -1
HOMO, hartree: -0.115

```
20
Properties=species:S:1:pos:R:3:forces:R:3
C -2.619 -0.140 -0.277 0.37 -0.75 0.26
C 2.130 -0.128 -0.981 1.09 -1.77 1.94
C -1.835 -0.348 0.859 1.12 -1.50 -0.34
C 0.063 0.838 -0.404 -0.85 1.11 -1.40
C 1.272 0.155 0.232 -1.29 0.81 -0.88
O -2.874 -0.957 -1.157 0.06 -0.39 -0.43
O -3.045 1.126 -0.468 -1.63 -0.83 -2.81
O -0.192 2.045 -0.257 0.19 -2.09 -0.55
S 3.587 -1.191 -0.650 0.36 0.08 -0.75
S -1.224 -1.997 1.256 -0.62 0.11 -0.87
S 2.026 1.119 1.572 0.58 -0.88 0.11
H 2.524 0.655 -1.507 0.69 2.61 -0.92
H 1.572 -0.687 -1.653 -1.29 -1.01 -1.18
H -1.864 0.200 1.745 -0.20 1.35 0.98
H -0.275 0.125 -1.363 0.15 1.93 2.15
H 0.769 -0.779 0.487 0.66 -0.41 0.94
H -2.843 1.626 0.261 1.01 2.00 2.67
H 3.304 -1.359 0.605 -0.09 -0.32 1.19
H -1.709 -2.488 0.084 0.16 -0.07 0.36
H 1.232 2.185 1.617 -0.50 0.03 -0.48
```
Positions in Å, forces in eV/Å.

Here is a structure of composition C5H9O4 from the OMol25 dataset. Energies are from wB97M-V/def2-TZVPD.

Properties
2S+1: 4
Net charge: 0
HOMO (alpha / beta), hartree: -0.245 / -0.308

```
18
Properties=species:S:1:pos:R:3:forces:R:3
O -2.381 1.237 2.140 -3.85 8.30 13.41
O -1.880 0.395 1.669 8.95 -15.16 -0.07
H -0.943 1.106 -0.129 1.56 -1.07 -0.18
C -1.441 1.858 0.409 4.91 4.98 -6.31
C -2.783 1.706 0.334 -2.03 11.41 1.53
C -3.428 2.664 1.158 -1.93 2.99 -2.86
C -4.901 2.754 1.453 -0.38 0.13 -0.37
O -5.354 4.096 1.860 1.31 -1.21 -0.16
C -3.359 0.533 0.393 -9.39 -5.54 -5.90
O -0.891 3.169 0.070 0.29 -0.98 0.59
H -2.840 3.430 1.627 0.21 0.40 -0.14
H -5.421 2.519 0.508 -0.07 -0.30 0.40
H -5.175 2.001 2.236 -0.05 0.42 -0.35
H -6.311 4.101 1.822 -0.16 -0.13 -0.01
H -2.801 -0.187 -0.055 1.31 -2.99 -0.50
H -4.153 0.320 1.122 1.17 -0.45 0.44
H -4.118 0.592 -0.455 0.14 0.09 -0.08
H 0.103 3.221 -0.082 -1.99 -0.88 0.56
```
Positions in Å, forces in eV/Å.

Here is a structure of composition C5H9O5 from the OMol25 dataset. Energies are from wB97M-V/def2-TZVPD.

Properties
2S+1: 2
Net charge: 0
HOMO (alpha / beta), hartree: -0.375 / -0.339

```
19
Properties=species:S:1:pos:R:3:forces:R:3
H 1.834 1.472 0.367 -1.01 0.75 1.25
O 2.496 1.172 -0.223 0.90 -1.63 -1.11
C 1.835 0.392 -1.230 -1.10 2.00 1.49
C 0.648 -0.452 -0.765 0.88 -1.19 3.40
C -0.105 -1.569 -1.444 1.40 0.46 -1.46
C -0.285 0.628 0.337 -2.13 1.02 2.22
C -1.851 0.254 0.650 1.18 2.08 -0.49
O -2.364 -0.434 -0.403 0.44 -1.45 -1.96
O 0.097 1.655 0.936 0.01 -2.67 -2.09
O -0.029 0.140 2.965 0.18 -0.01 0.35
O 0.749 -0.847 0.522 0.01 1.21 0.54
H 1.451 1.151 -1.865 -0.42 0.26 -1.58
H 2.593 -0.166 -1.659 1.18 -1.43 -1.21
H -0.286 -1.261 -2.447 -0.42 -0.39 -1.09
H 0.314 -2.601 -1.363 0.67 1.17 -0.14
H -0.996 -1.649 -0.918 -1.48 -0.11 0.48
H -1.950 -0.240 1.636 0.22 0.47 -0.54
H -2.370 1.239 0.521 0.86 -0.24 1.39
H -3.241 -0.739 -0.295 -1.38 -0.30 0.54
```
Positions in Å, forces in eV/Å.

Here is the molecule C5H9OP from the OMol25 dataset. Energies are from wB97M-V/def2-TZVPD.

Properties
2S+1: 1
Net charge: 0
HOMO (alpha / beta), hartree: -0.320 / -0.327

```
16
Properties=species:S:1:pos:R:3:forces:R:3
C 1.271 -1.298 -0.434 -2.34 3.05 1.76
C -0.013 -1.270 -0.710 -1.35 -1.77 -1.25
C 1.871 -0.349 0.462 -2.19 1.41 3.92
C -0.153 0.380 1.609 0.10 -0.27 -2.14
C -1.178 1.243 -1.053 1.86 -1.82 0.49
O -2.464 -0.779 0.406 -1.30 -0.38 0.21
P -1.181 -0.154 0.111 3.03 1.50 1.09
H 1.914 -1.768 -1.007 3.05 -3.03 -2.79
H -0.398 -2.001 -1.495 0.30 1.13 1.02
H 2.181 -0.570 1.471 0.55 -0.87 -0.08
H 2.190 0.650 0.255 0.13 0.39 -0.95
H -0.680 -0.008 2.478 0.71 -0.90 0.21
H 0.164 1.393 1.884 -0.23 -0.07 -0.88
H -0.475 2.015 -0.906 1.13 0.66 0.67
H -0.965 0.837 -2.005 0.02 -0.47 -1.25
H -2.082 1.679 -1.067 -3.48 1.44 -0.05
```
Positions in Å, forces in eV/Å.

Here is a cluster of 2 separate species, C5H9P in total from the OMol25 dataset. Energies are from wB97M-V/def2-TZVPD.

Properties
SMILES: CC1CC1.C#P
2S+1: 1
Net charge: 0
HOMO, hartree: -0.358

```
15
Properties=species:S:1:pos:R:3:forces:R:3
C 3.358 -0.503 -2.475 1.26 0.36 0.56
C -0.093 -0.277 -0.834 1.21 1.47 1.48
C 0.862 -0.314 0.315 -0.92 0.40 1.01
C -0.258 0.669 0.354 -1.27 -2.21 -0.60
C -1.417 0.507 1.277 -2.33 -1.83 -2.15
P 4.294 0.288 -1.570 -0.15 0.46 0.34
H 1.815 0.093 0.270 1.65 0.73 -0.73
H 0.279 0.177 -1.720 0.12 -0.03 -0.75
H -0.764 -1.064 -0.885 -1.25 -1.26 -0.39
H 0.851 -1.002 1.127 -0.43 -1.12 0.09
H -0.050 1.645 0.231 1.11 3.15 -0.98
H -2.479 0.321 0.800 2.12 0.08 0.32
H -1.649 1.297 1.898 0.23 1.87 1.47
H -1.175 -0.345 1.841 -0.29 -1.26 1.27
H 3.096 -1.225 -3.173 -1.08 -0.81 -0.94
```
Positions in Å, forces in eV/Å.

Here is a structure of composition C5HF2NdO from the OMol25 dataset. Energies are from wB97M-V/def2-TZVPD.

Properties
2S+1: 4
Net charge: +4
HOMO (alpha / beta), hartree: -0.941 / -0.941

```
10
Properties=species:S:1:pos:R:3:forces:R:3
C 2.862 1.443 2.444 -0.34 0.20 2.42
C 3.169 0.983 1.230 2.85 1.46 -1.59
F 4.025 1.233 0.333 -0.57 -0.94 0.21
O 1.770 0.763 0.741 -3.12 -1.16 -1.91
C 0.744 0.463 0.299 2.14 0.67 1.10
C -4.604 -1.120 -1.055 2.13 -1.08 0.02
C -5.468 -0.274 -0.879 -3.40 2.85 0.72
H -4.286 -2.050 -1.521 -0.25 -0.22 -0.25
F -6.274 0.626 -0.607 1.26 -1.52 -0.54
Nd -2.352 -0.209 0.153 -0.70 -0.26 -0.17
```
Positions in Å, forces in eV/Å.

| no. | DFT total energy (eV) | maximum force (eV/Å) |
| --- | --- | --- |
| 1 | -17654.7203 | 2.4 |
| 2 | -28486.5672 | 7.2 |
| 3 | -72162.0984 | 4.6 |
| 4 | -7372.1253 | 5.8 |
| 5 | -20259.9483 | 4.7 |
| 6 | -33145.0413 | 3.9 |
| 7 | -43978.8072 | 3.5 |
| 8 | -13505.7870 | 17.6 |
| 9 | -15558.8544 | 3.7 |
| 10 | -16663.4674 | 5.1 |
| 11 | -14615.8677 | 3.7 |
| 12 | -27892.9367 | 4.5 |